Record 1
This record from the Open Molecules 2025 dataset describes a 8-piece molecular cluster, C42H63O23S overall in a non-equilibrium geometry. The level of theory is wB97M-V/def2-TZVPD.

frontier orbital gap	8.3	eV
E_tot	-3766.5651	a.u.
net charge	+1

Positions of all 129 atoms, in Å:
H: -4.378 1.221 0.415
H: 3.576 -2.186 0.657
C: 5.005 -4.727 0.511
O: 3.727 -4.027 2.884
C: 7.160 -2.191 5.371
C: 3.866 -1.185 1.145
C: 1.809 -0.416 -5.445
C: 5.499 -1.424 -0.900
H: -4.639 3.906 -3.640
H: 2.678 0.170 -5.749
C: 5.392 -3.933 5.833
C: 5.290 -3.748 -0.750
C: -0.777 -0.477 0.063
O: -0.114 -1.650 -6.249
C: -5.146 0.449 0.320
H: 4.292 -1.332 2.199
H: -1.503 -0.707 7.833
O: 4.644 1.040 -5.894
H: 2.006 -0.403 0.153
O: -3.523 2.971 -2.194
H: -0.733 0.113 1.033
H: 0.608 0.645 2.606
H: 1.042 0.651 -8.183
H: -0.620 -1.728 3.021
O: -5.927 -2.151 2.718
C: -6.014 -1.672 1.379
C: -3.001 3.975 -1.433
H: -7.012 -1.249 1.227
C: -9.604 2.733 3.406
H: 7.823 -2.952 4.950
H: -2.032 6.411 -4.433
H: -0.287 -3.682 1.368
H: 3.892 -4.998 0.608
H: 4.420 0.473 -0.377
H: -5.124 0.054 -0.698
C: 0.383 -2.752 1.206
O: -6.748 3.023 -0.210
H: -7.456 2.632 3.475
H: 5.820 -4.316 -1.584
H: -1.818 0.023 -3.459
O: 6.129 -2.592 -0.373
H: 5.549 1.479 -4.074
C: 4.729 1.677 -7.096
H: -9.750 1.652 3.475
S: 1.477 -0.460 2.655
H: -1.593 0.592 5.045
O: 5.357 -1.179 -2.118
C: 4.934 -0.392 0.192
O: -2.068 -1.852 6.232
H: -7.626 5.039 3.424
H: 6.193 -4.669 5.707
O: -0.581 -3.077 5.046
C: -7.249 3.297 0.843
O: 4.044 1.423 -8.046
C: -0.954 -2.008 -2.659
O: 4.270 -4.352 5.061
C: 5.709 -2.595 5.233
H: -3.938 -1.115 1.174
H: -6.106 0.943 0.483
C: -1.970 -0.570 6.852
H: -3.758 6.123 -4.339
H: 1.191 0.191 -4.776
H: 4.290 -3.345 -1.159
C: -2.545 4.514 -3.553
H: -0.497 0.954 6.401
H: -3.260 1.046 7.481
H: -3.985 -0.570 7.606
H: 6.583 0.717 -5.306
H: 5.133 -3.867 6.891
H: 0.012 1.051 -6.787
C: -5.415 -1.134 3.463
C: -1.360 0.246 -1.184
C: -0.273 -1.935 0.005
H: 5.614 -5.685 0.293
C: 0.380 0.237 -7.420
H: -2.792 5.271 -5.563
O: -8.089 2.474 1.534
H: 8.183 2.464 -6.057
O: 5.361 -2.795 3.863
C: -1.068 0.166 5.907
O: -0.206 -0.870 5.442
C: 1.018 -0.879 -6.648
H: 5.431 3.571 -5.272
C: -8.018 4.505 2.557
H: -3.489 2.693 -4.255
O: -2.949 3.959 -0.236
H: 5.059 -1.809 5.634
C: 2.538 -0.267 1.151
H: 7.427 -2.035 6.419
C: -1.076 -1.442 -7.193
C: -1.419 -0.526 -2.535
H: 7.701 4.148 -6.131
H: -3.821 0.183 6.033
H: 1.644 -1.508 -7.291
C: -8.240 3.046 2.831
C: -0.385 -2.663 -1.375
H: 2.915 0.828 1.161
C: -3.636 3.485 -3.517
C: -2.797 5.638 -4.534
C: -4.917 -0.650 1.335
H: 2.151 -1.274 -4.861
H: 7.353 -1.269 4.818
H: -1.567 4.059 -3.745
C: 6.075 2.801 -5.711
C: 7.527 3.209 -5.598
H: 0.876 -2.714 3.382
C: 5.782 1.444 -5.140
H: -1.707 1.338 -1.137
C: 4.389 -3.751 3.847
O: -5.383 -1.118 4.662
O: -2.548 4.997 -2.212
H: -9.721 3.168 4.402
H: 5.413 -4.302 1.483
C: -3.332 0.066 7.004
O: -2.085 -2.080 -7.282
H: 7.820 3.339 -4.554
H: -8.911 5.022 2.193
O: -7.058 4.471 1.506
H: -10.400 3.115 2.761
C: -0.921 -2.034 5.530
H: -0.985 -2.592 -3.633
H: 1.408 -3.189 0.895
H: -5.858 -2.484 0.666
H: -0.011 -3.739 -1.438
O: 5.695 2.637 -7.076
H: 5.741 0.056 0.866
C: 0.424 -1.986 2.608
O: -4.942 -0.132 2.666
O: -0.740 -0.410 -8.016

Record 2
This record from the Open Molecules 2025 dataset describes an isolated molecule of C4H6N2 in a non-equilibrium geometry. The level of theory is wB97M-V/def2-TZVPD.

frontier orbital gap	8.8	eV
E_tot	-265.3777	a.u.
ΔE to the lowest compared entry with this formula, charge and spin	414.5	kJ/mol

Positions of all 12 atoms, in Å:
H: -1.855 -0.685 1.327
C: 0.363 0.487 -0.288
N: 1.523 -0.126 -0.945
H: 0.666 0.901 0.686
N: 3.091 -1.504 0.448
H: -1.727 1.087 1.175
C: -1.896 0.156 0.609
C: -0.883 -0.289 -0.365
H: 1.229 -0.633 -1.774
H: -2.912 0.116 0.205
H: 0.059 1.367 -0.896
C: 2.343 -0.876 -0.182

Record 3
This record from the Open Molecules 2025 dataset describes C47H53I2N4OPS2Y as an isolated structure in a non-equilibrium geometry. The level of theory is wB97M-V/def2-TZVPD.

frontier orbital gap	5.5	eV
E_tot	-3888.7112	a.u.
net charge	-1
ΔE to the lowest compared entry with this formula, charge and spin	240.4	kJ/mol

Positions of all 111 atoms, in Å:
C: 1.118 -3.436 -2.195
S: -0.167 -0.807 -3.802
Y: -0.082 -0.178 -1.048
C: -5.777 -0.942 2.422
H: -0.245 -5.296 3.132
N: -1.748 -0.012 1.689
H: 2.728 2.040 0.549
H: 4.076 2.642 2.547
C: -1.987 2.943 -5.096
H: 3.221 -1.721 -0.251
H: -1.338 2.586 -0.035
C: 0.345 0.057 2.776
H: -2.410 -0.469 5.030
O: 0.779 2.104 -1.298
H: 0.186 -0.459 -6.539
H: -7.381 -2.257 1.898
H: 2.170 -0.108 -7.969
H: -2.190 2.395 1.496
C: -0.766 -4.084 1.450
C: -7.129 -1.539 2.678
H: 1.645 5.577 -4.000
H: -2.062 0.986 4.116
H: 4.513 -1.423 -2.253
I: -0.246 5.521 -6.391
C: -1.187 -1.723 3.359
H: -5.284 -0.721 4.479
C: 1.478 -4.468 2.164
H: -2.098 -2.267 3.160
C: 1.071 -3.192 0.151
H: -2.159 3.428 -6.047
C: -2.863 0.327 4.437
C: -0.236 3.195 3.184
C: 2.990 2.558 2.586
C: 3.635 -0.028 -4.938
H: 3.354 0.773 -1.082
C: 1.195 -0.368 3.785
H: 3.515 -3.273 -1.081
H: -0.548 -3.023 4.912
C: -2.516 1.295 -3.452
C: -0.034 4.412 -4.591
N: 2.708 -0.383 -2.691
C: 0.468 2.882 -2.260
C: 0.863 -1.437 4.596
C: 1.164 -0.335 -6.097
H: 0.060 -3.671 -2.107
C: 2.536 -0.254 -4.122
H: 2.710 2.230 3.584
H: 3.345 -2.293 -3.243
C: 3.335 0.265 1.601
H: -0.663 2.354 3.724
C: -0.315 -3.301 0.390
C: -0.316 -2.138 4.331
C: 2.952 -2.325 -1.119
N: 1.513 -2.568 -1.073
H: -3.541 0.888 5.082
H: -1.834 -4.195 1.573
C: 1.943 -3.742 1.081
H: -4.001 -0.711 -1.223
H: 2.125 0.145 3.965
C: 0.992 4.755 -3.749
C: -0.086 2.853 1.703
C: 0.121 -4.682 2.322
H: -4.172 1.005 -0.832
C: 2.532 1.568 1.519
H: 0.715 3.436 3.648
C: -0.918 -0.564 2.598
C: -3.096 -0.169 1.923
H: 2.552 -1.143 5.884
N: -1.494 1.624 -2.693
C: 2.270 -0.131 -6.892
C: 1.269 -0.415 -4.701
H: -3.631 1.593 -5.267
C: -3.629 -0.183 3.245
H: -3.127 0.474 -3.104
H: -6.026 -0.768 0.308
H: 2.580 3.547 2.402
H: 4.609 0.081 -4.482
C: -3.678 0.075 -0.542
C: 3.520 0.028 -6.314
H: 1.208 -2.022 6.630
H: 2.187 -4.892 2.861
H: -2.590 0.206 -0.630
H: 2.249 -2.827 5.454
H: 3.010 -3.633 0.966
H: -0.898 4.052 3.304
H: 0.612 3.556 1.234
S: -1.500 -2.493 -0.606
C: -4.039 -0.265 0.874
C: -1.426 2.970 0.982
H: 2.920 1.671 -2.539
I: 2.827 4.487 -1.324
C: 1.218 4.008 -2.609
H: 3.658 0.058 2.618
C: -0.685 2.623 -3.093
P: 0.687 1.159 1.397
H: -7.138 -2.054 3.638
C: -0.907 3.355 -4.293
C: 1.770 -1.879 5.706
C: 3.408 0.778 -2.165
H: 2.711 -0.573 1.281
H: -1.740 4.013 0.931
C: -5.339 -0.659 1.137
H: 4.400 0.165 -6.925
C: -2.791 1.920 -4.673
C: 3.433 -1.617 -2.389
H: -7.899 -0.765 2.689
H: 1.704 -4.367 -2.193
H: 4.466 0.822 -2.466
H: 4.232 0.313 0.982
H: 1.252 -2.924 -3.145
C: -4.922 -0.621 3.463

Record 4
This record from the Open Molecules 2025 dataset describes HN2O3S as an isolated structure in a non-equilibrium geometry. The level of theory is wB97M-V/def2-TZVPD.

frontier orbital gap (spin up / spin down)	6.7 / 6.7	eV
E_tot	-733.9407	a.u.
net charge	-1
ΔE to the lowest compared entry with this formula, charge and spin	460.5	kJ/mol

Positions of all 7 atoms, in Å:
H: 0.271 0.130 -0.349
S: 1.036 -1.330 0.244
O: 2.087 -0.741 0.990
N: -1.641 1.508 0.099
O: -2.656 1.074 -0.400
N: -0.510 1.557 0.252
O: 1.412 -2.197 -0.836